Version P
Molecular formula: C6H11NO
Method: DFT, ωB97M-V with the def2-TZVPD basis set

Values from the calculation:
Orbital gap (alpha / beta)   0.2577 / 0.2577 Ha
LUMO energy (alpha / beta)   -1.06 / -1.06 eV
Spin multiplicity   1

Positions of all 19 atoms, in Å:
C 0.909 -0.091 0.829
C -1.258 -1.001 -1.601
C 1.228 -1.002 1.948
N -0.870 -0.951 -0.203
C -0.491 0.276 0.538
C -0.309 1.574 -0.348
C 0.649 2.062 -1.124
O -1.139 0.513 1.650
H -1.379 -1.565 0.423
H 1.779 0.165 0.224
H -1.239 2.132 -0.284
H -1.417 -2.039 -1.898
H -0.466 -0.572 -2.215
H -2.181 -0.444 -1.803
H 0.347 -1.329 2.493
H 1.891 -0.479 2.647
H 1.787 -1.869 1.580
H 0.532 3.011 -1.633
H 1.629 1.610 -1.222

---

Version Q
Molecular formula: C6H11NO
Method: DFT, ωB97M-V with the def2-TZVPD basis set

Values from the calculation:
Orbital gap   0.3038 Ha
LUMO energy   0.84 eV
Spin multiplicity   1
SMILES string   CC[C@H]1C(=O)[C@H]1CN

Positions of all 19 atoms, in Å:
C -0.153 -2.012 -0.405
C -0.938 -0.970 -1.165
C -1.254 0.609 -0.373
C -1.523 0.017 0.864
O -1.899 -0.620 1.770
C -0.210 1.277 0.404
C 1.236 1.276 -0.033
N 2.223 1.155 1.041
H 0.621 -1.543 0.210
H 0.346 -2.696 -1.093
H -0.795 -2.607 0.242
H -0.362 -0.588 -2.008
H -1.905 -1.333 -1.509
H -2.009 1.035 -1.036
H -0.469 2.008 1.161
H 1.423 0.466 -0.747
H 1.471 2.200 -0.582
H 2.193 1.973 1.638
H 2.004 0.353 1.620

---

Most stable: version Q (next structure +89.4 kJ/mol)

---

Version P
Molecular formula: C3H2N2O2S
Method: DFT, ωB97M-V with the def2-TZVPD basis set

Values from the calculation:
Orbital gap   0.2737 Ha
LUMO energy   -2.41 eV
Spin multiplicity   1

Positions of all 10 atoms, in Å:
C -1.826 -0.897 0.126
C -0.379 -0.438 0.164
C 1.579 -0.077 -0.181
H -1.907 -1.890 -0.063
H 1.499 2.013 0.405
N 0.685 -0.970 -0.024
N 0.963 1.269 -0.175
O 2.799 -0.235 -0.254
O -0.379 0.940 0.247
S -3.034 0.284 -0.245

---

Version Q
Molecular formula: C3H2N2O2S
Method: DFT, ωB97M-V with the def2-TZVPD basis set

Values from the calculation:
Orbital gap (alpha / beta)   0.2977 / 0.2977 Ha
LUMO energy (alpha / beta)   -1.74 / -1.74 eV
Spin multiplicity   1
SMILES string   O=S(=O)=C1C=CN=N1

Positions of all 10 atoms, in Å:
O -3.051 0.328 -0.078
S -1.935 -0.547 -0.047
O -2.057 -1.964 0.148
C -0.466 0.145 0.115
C 0.777 -0.528 -0.011
C 1.730 0.426 -0.050
N 1.192 1.681 0.034
N -0.036 1.767 0.087
H 1.016 -1.529 -0.039
H 2.830 0.221 -0.160

---

Most stable: version P (next structure +67.9 kJ/mol)

---

Version P
Molecular formula: C20H23N3O5S
Method: DFT, ωB97M-V with the def2-TZVPD basis set

Values from the calculation:
Orbital gap   0.3262 Ha
LUMO energy   0.42 eV
Spin multiplicity   1
SMILES string   CCCOc1ccc(N2C(=O)C[C@@H](NCc3ccc(S(N)(=O)=O)cc3)C2=O)cc1

Positions of all 52 atoms, in Å:
C 2.431 1.275 4.893
C 1.625 2.555 4.695
C 0.962 2.594 3.322
O 0.002 1.547 3.267
C -0.580 1.258 2.077
C -1.414 0.136 2.064
C -1.992 -0.300 0.894
C -1.741 0.377 -0.296
N -2.232 -0.144 -1.524
C -2.608 0.634 -2.612
O -2.623 1.834 -2.637
C -3.024 -0.294 -3.734
C -2.675 -1.696 -3.255
N -1.626 -2.360 -4.017
C -0.346 -1.680 -4.154
C 0.402 -1.375 -2.874
C 0.706 -2.390 -1.969
C 1.364 -2.103 -0.788
C 1.737 -0.801 -0.523
S 2.626 -0.436 0.973
N 1.651 -1.112 2.152
O 2.676 0.991 1.150
O 3.861 -1.166 0.982
C 1.477 0.215 -1.417
C 0.800 -0.074 -2.591
C -2.286 -1.500 -1.787
O -2.032 -2.388 -1.014
C -0.967 1.529 -0.279
C -0.396 1.973 0.899
H 2.978 1.312 5.831
H 3.140 1.148 4.077
H 1.766 0.415 4.916
H 2.281 3.423 4.776
H 0.856 2.631 5.465
H 0.463 3.560 3.169
H 1.716 2.443 2.541
H -1.587 -0.390 2.989
H -2.619 -1.175 0.902
H -4.096 -0.173 -3.899
H -2.525 -0.021 -4.663
H -3.540 -2.367 -3.298
H -1.484 -3.281 -3.615
H -0.504 -0.752 -4.708
H 0.271 -2.333 -4.780
H 0.417 -3.407 -2.186
H 1.595 -2.875 -0.072
H 2.176 -1.719 2.760
H 1.131 -0.423 2.671
H 1.808 1.213 -1.180
H 0.582 0.719 -3.293
H -0.813 2.090 -1.184
H 0.210 2.863 0.881

---

Version Q
Molecular formula: C20H23N3O5S
Method: DFT, ωB97M-V with the def2-TZVPD basis set

Values from the calculation:
Orbital gap   0.3031 Ha
LUMO energy   0.32 eV
Spin multiplicity   1
SMILES string   CCOc1ccc(NC(=O)CCNS(=O)(=O)c2ccc3c(c2)CCC(=O)N3)cc1

Positions of all 52 atoms, in Å:
C -4.486 -1.750 0.926
C -3.914 -3.162 1.024
O -2.969 -3.442 0.012
C -1.684 -3.000 0.132
C -0.831 -3.351 -0.916
C 0.496 -2.982 -0.914
C 1.012 -2.239 0.147
N 2.340 -1.809 0.212
C 3.352 -2.040 -0.659
O 3.288 -2.739 -1.648
C 4.624 -1.284 -0.279
C 4.659 0.043 -1.041
N 3.414 0.784 -0.855
S 3.216 1.547 0.635
O 3.103 0.524 1.640
O 4.221 2.553 0.832
C 1.623 2.299 0.379
C 1.479 3.672 0.432
C 0.228 4.228 0.228
C -0.867 3.403 -0.019
C -0.713 2.010 -0.055
C 0.544 1.469 0.136
C -1.940 1.171 -0.251
C -2.909 1.871 -1.199
C -3.201 3.288 -0.755
O -4.264 3.844 -0.888
N -2.127 3.944 -0.213
C 0.164 -1.889 1.194
C -1.169 -2.261 1.192
H -5.272 -1.621 1.665
H -3.714 -1.004 1.097
H -4.905 -1.592 -0.065
H -3.484 -3.340 2.017
H -4.711 -3.892 0.859
H -1.238 -3.929 -1.730
H 1.144 -3.268 -1.726
H 2.541 -1.155 0.965
H 5.487 -1.877 -0.583
H 4.663 -1.102 0.793
H 4.756 -0.164 -2.110
H 5.517 0.642 -0.710
H 3.311 1.497 -1.564
H 2.345 4.281 0.633
H 0.095 5.299 0.264
H 0.690 0.402 0.105
H -2.423 1.036 0.723
H -1.673 0.184 -0.630
H -2.472 1.932 -2.200
H -3.852 1.330 -1.277
H -2.261 4.926 -0.008
H 0.556 -1.317 2.024
H -1.786 -1.972 2.029

---

Version R
Molecular formula: C20H23N3O5S
Method: DFT, ωB97M-V with the def2-TZVPD basis set

Values from the calculation:
Orbital gap   0.3173 Ha
LUMO energy   0.50 eV
Spin multiplicity   1
SMILES string   COc1ccc(S(=O)(=O)N(C)c2c(C)n(C)n(-c3ccccc3)c2=O)cc1OC

Positions of all 52 atoms, in Å:
C -1.143 -3.670 -1.850
O -0.098 -3.699 -0.907
C 0.735 -2.622 -0.807
C 0.633 -1.504 -1.628
C 1.507 -0.439 -1.496
C 2.512 -0.506 -0.555
S 3.442 0.976 -0.202
O 4.759 0.681 0.274
O 3.306 1.872 -1.316
N 2.570 1.662 1.079
C 2.823 1.072 2.379
C 1.227 1.823 0.711
C 0.731 2.864 -0.014
C 1.441 4.070 -0.499
N -0.610 2.667 -0.262
C -1.180 3.061 -1.533
N -0.923 1.400 0.228
C -2.242 0.948 0.333
C -3.296 1.840 0.515
C -4.590 1.363 0.610
C -4.842 0.003 0.545
C -3.790 -0.885 0.390
C -2.493 -0.420 0.276
C 0.171 0.844 0.885
O 0.148 -0.224 1.476
C 2.641 -1.604 0.267
C 1.757 -2.672 0.169
O 1.983 -3.700 1.025
C 0.891 -4.457 1.512
H -0.759 -3.601 -2.873
H -1.837 -2.845 -1.663
H -1.667 -4.617 -1.728
H -0.142 -1.451 -2.375
H 1.429 0.436 -2.121
H 3.878 0.814 2.406
H 2.607 1.814 3.148
H 2.212 0.183 2.552
H 2.374 4.165 0.049
H 1.691 3.962 -1.553
H 0.833 4.963 -0.363
H -0.624 2.635 -2.374
H -2.214 2.724 -1.585
H -1.156 4.146 -1.605
H -3.097 2.898 0.604
H -5.404 2.058 0.749
H -5.854 -0.365 0.625
H -3.981 -1.947 0.354
H -1.663 -1.099 0.171
H 3.426 -1.643 1.003
H 0.540 -5.184 0.777
H 1.274 -4.980 2.389
H 0.065 -3.807 1.808

---

Most stable: version Q (next structure +45.7 kJ/mol)

---

Version P
Molecular formula: C4H10O2S
Method: DFT, ωB97M-V with the def2-TZVPD basis set

Values from the calculation:
Orbital gap   0.3122 Ha
LUMO energy   0.49 eV
Spin multiplicity   1
SMILES string   CCSC.O=CO

Positions of all 17 atoms, in Å:
C 0.892 -1.702 0.985
C -0.364 -0.868 0.832
S -0.207 0.628 1.727
C -1.821 1.352 1.406
H 0.854 -2.553 0.268
H 0.982 -2.084 2.007
H 1.829 -1.130 0.747
H -1.221 -1.443 1.233
H -0.499 -0.689 -0.243
H -2.134 1.127 0.365
H -2.537 0.992 2.141
H -1.794 2.420 1.519
O 0.407 1.637 -1.510
C 0.835 0.963 -2.432
O 2.089 0.397 -2.395
H 0.302 0.735 -3.363
H 2.387 0.217 -3.287

---

Version Q
Molecular formula: C4H10O2S
Method: DFT, ωB97M-V with the def2-TZVPD basis set

Values from the calculation:
Orbital gap   0.3553 Ha
LUMO energy   0.57 eV
Spin multiplicity   1
SMILES string   O=CCCCS.O

Positions of all 17 atoms, in Å:
O 2.177 1.757 -0.691
C 2.313 0.524 -0.679
C 1.272 -0.445 -0.313
C 0.021 0.247 0.466
C -0.892 -0.735 1.032
S -2.073 0.114 2.188
H 3.296 0.060 -0.962
H 1.049 -1.043 -1.205
H 1.689 -1.118 0.389
H -0.476 1.114 0.000
H 0.564 0.674 1.306
H -1.526 -1.200 0.276
H -0.374 -1.454 1.633
H -1.294 0.477 3.116
O -1.622 0.548 -2.070
H -1.608 -0.071 -2.752
H -2.517 0.553 -1.734

---

Most stable: version P (next structure +62.7 kJ/mol)

---

Version P
Molecular formula: C3H9N3O
Method: DFT, ωB97M-V with the def2-TZVPD basis set

Values from the calculation:
Orbital gap   0.3012 Ha
LUMO energy   0.84 eV
Spin multiplicity   1

Positions of all 16 atoms, in Å:
C -1.056 -0.363 -1.730
N 0.786 -0.623 -0.128
N 1.331 -0.331 1.073
C -0.462 -0.258 -0.369
N 2.744 -0.244 0.860
C -1.099 0.418 0.757
O -1.949 1.474 0.353
H -2.697 1.525 0.957
H 1.436 -0.813 -0.893
H -0.023 0.570 1.412
H 3.024 0.733 0.805
H 3.198 -0.660 1.666
H -1.571 -0.266 1.471
H -1.844 -1.120 -1.751
H -1.513 0.586 -2.008
H -0.304 -0.627 -2.476

---

Version Q
Molecular formula: C3H9N3O
Method: DFT, ωB97M-V with the def2-TZVPD basis set

Values from the calculation:
Orbital gap   0.3333 Ha
LUMO energy   0.78 eV
Spin multiplicity   1
SMILES string   CNN(C)C(N)=O

Positions of all 16 atoms, in Å:
C -1.983 -0.362 -0.822
N -0.724 0.267 -0.505
N 0.177 -0.677 0.155
C 1.413 -0.925 -0.564
C 0.277 0.060 1.358
N 0.725 1.439 1.073
O -0.283 -0.209 2.384
H -2.405 -0.795 0.086
H -1.894 -1.160 -1.574
H -2.658 0.401 -1.222
H 0.007 1.258 -0.497
H 2.075 -1.511 0.074
H 1.957 -0.020 -0.879
H 1.175 -1.472 -1.477
H 0.565 2.069 1.847
H 1.574 1.635 0.565

---

Most stable: version Q (next structure +66.5 kJ/mol)

---

Version P
Molecular formula: CH7IN3
Method: DFT, ωB97M-V with the def2-TZVPD basis set

Values from the calculation:
Orbital gap   0.3563 Ha
Total charge   +1
LUMO energy   -4.49 eV
Spin multiplicity   1

Positions of all 12 atoms, in Å:
C 0.881 -0.681 -0.582
N -0.513 0.929 -1.926
N 0.537 0.573 -0.960
N -0.289 -1.009 1.499
I 0.037 -2.229 -1.590
H 1.491 -1.003 0.280
H -0.267 0.417 -2.804
H -0.394 1.908 -2.221
H 0.847 1.302 -0.294
H 0.294 -1.641 2.195
H -0.199 0.004 1.846
H -1.253 -1.307 1.630

---

Version Q
Molecular formula: CH7IN3
Method: DFT, ωB97M-V with the def2-TZVPD basis set

Values from the calculation:
Orbital gap   0.3720 Ha
Total charge   +1
LUMO energy   -3.77 eV
Spin multiplicity   1
SMILES string   NN[C@@H]([NH3+])I

Positions of all 12 atoms, in Å:
N 0.585 -0.296 -1.078
N -0.258 -1.153 -0.244
C -0.654 -0.481 0.942
N -0.636 0.984 0.636
I -2.551 -1.193 1.680
H 0.138 -0.231 -2.036
H 1.571 -0.500 -1.179
H 0.110 -2.097 -0.218
H 0.104 -0.462 1.810
H 0.189 1.441 1.040
H -0.333 1.030 -0.397
H -1.390 1.482 0.982

---

Most stable: version Q (next structure +45.3 kJ/mol)

---

Version P
Molecular formula: C6H32O12
Method: DFT, ωB97M-V with the def2-TZVPD basis set

Values from the calculation:
Orbital gap   0.3682 Ha
LUMO energy   0.23 eV
Spin multiplicity   1
SMILES string   C=C(C)CCC=O.O.O.O.O.O.O.O.O.O.O.O

Positions of all 50 atoms, in Å:
C 1.955 0.258 -0.111
C 0.828 0.068 -0.793
C 0.542 0.663 -2.145
C -0.203 -0.940 -0.231
C 0.296 -2.379 -0.199
C 0.739 -2.649 1.218
O 1.878 -2.870 1.564
H 2.707 0.890 -0.545
H 2.047 0.011 0.916
H -0.213 0.150 -2.740
H 1.484 0.551 -2.648
H 0.323 1.733 -2.176
H -0.389 -0.607 0.813
H -1.191 -0.746 -0.692
H 1.140 -2.671 -0.827
H -0.513 -3.150 -0.444
H -0.076 -2.689 1.965
O 0.542 3.859 -0.366
H 0.498 3.688 0.599
H 1.126 3.169 -0.736
O 3.622 -1.603 -1.569
H 3.274 -1.621 -0.662
H 4.566 -1.478 -1.426
O -2.540 -0.444 2.267
H -3.283 0.165 2.121
H -2.165 -0.647 1.403
O -0.607 -3.385 -3.703
H -0.825 -2.459 -3.560
H 0.286 -3.633 -3.377
O -2.116 1.452 -1.705
H -2.940 1.883 -1.445
H -1.426 2.064 -1.427
O 1.791 -0.841 3.493
H 1.885 -1.427 2.728
H 2.567 -0.559 3.952
O -0.873 1.147 3.544
H -0.187 0.561 3.883
H -1.474 0.511 3.042
O -4.193 0.793 0.362
H -4.941 0.647 -0.213
H -3.871 1.655 0.061
O 2.065 -3.178 -3.242
H 2.754 -2.522 -3.029
H 2.249 -3.793 -2.517
O -2.292 3.412 0.281
H -1.782 3.838 -0.411
H -1.814 3.606 1.107
O -0.422 3.312 2.154
H -0.583 2.389 2.516
H -0.248 3.820 2.951

---

Version Q
Molecular formula: C6H32O12
Method: DFT, ωB97M-V with the def2-TZVPD basis set

Values from the calculation:
Orbital gap   0.2825 Ha
LUMO energy   -0.50 eV
Spin multiplicity   1
SMILES string   CC/C=C/C=C/O.O.O.O.O.O.O.O.O.O.O.O

Positions of all 50 atoms, in Å:
C -3.952 -1.353 1.959
C -3.951 -1.014 0.497
C -2.575 -1.389 -0.037
C -1.512 -0.624 0.250
C -0.178 -1.010 -0.179
C 0.280 -1.333 -1.400
O 1.642 -1.437 -1.505
H -4.090 -2.420 2.180
H -4.730 -0.896 2.587
H -3.027 -1.155 2.510
H -4.347 -0.024 0.238
H -4.628 -1.806 -0.015
H -2.465 -2.354 -0.504
H -1.554 0.248 0.947
H 0.513 -0.551 0.544
H -0.268 -1.529 -2.314
H 2.131 -1.024 -0.755
O 2.157 -4.423 -1.565
H 1.508 -4.385 -2.284
H 1.861 -3.568 -1.178
O 2.422 -3.469 2.721
H 2.584 -2.707 2.140
H 1.796 -3.043 3.325
O 4.058 -2.149 -1.182
H 3.627 -1.811 -1.978
H 3.683 -3.046 -1.215
O -2.746 3.185 -2.368
H -3.098 3.863 -1.781
H -2.051 2.666 -1.918
O -0.823 2.288 -0.805
H -0.823 1.570 -0.161
H 0.064 2.666 -0.774
O -0.413 1.166 -3.718
H -1.107 0.511 -3.783
H -0.258 1.530 -2.842
O 2.106 3.604 0.936
H 1.883 4.411 1.422
H 3.004 3.850 0.655
O 2.906 0.688 -0.884
H 3.295 1.115 -0.113
H 2.668 1.370 -1.518
O 0.399 1.774 1.670
H -0.024 2.618 1.851
H 1.005 1.587 2.394
O -3.227 3.963 1.502
H -3.039 4.324 0.635
H -2.649 3.254 1.788
O 3.609 -1.078 1.336
H 4.272 -1.039 2.035
H 4.061 -1.615 0.654

---

Most stable: version P (next structure +157.4 kJ/mol)

---

Version P
Molecular formula: CH3N2O2
Method: DFT, ωB97M-V with the def2-TZVPD basis set

Values from the calculation:
Orbital gap (alpha / beta)   0.3105 / 0.3104 Ha
Total charge   +1
LUMO energy (alpha / beta)   -7.10 / -7.11 eV
Spin multiplicity   1
SMILES string   NC(O)=[N+]=O

Positions of all 8 atoms, in Å:
N 0.846 0.939 -0.071
C -0.067 0.041 -0.196
O 0.200 -1.432 -0.121
N -1.334 0.150 0.208
O -2.378 -0.067 -0.146
H 1.721 0.863 0.237
H 0.477 1.893 -0.295
H 0.535 -2.387 0.385

---

Version Q
Molecular formula: CH3N2O2
Method: DFT, ωB97M-V with the def2-TZVPD basis set

Values from the calculation:
Orbital gap   0.3836 Ha
Total charge   +1
LUMO energy   -7.15 eV
Spin multiplicity   1
SMILES string   [NH2+]=C[N+](=O)[O-]

Positions of all 8 atoms, in Å:
N 0.161 0.404 -0.036
C -0.633 -0.551 0.047
N -2.123 0.017 -0.004
O -2.118 1.238 0.024
O -3.008 -0.771 -0.027
H 1.146 0.292 0.130
H -0.447 1.449 -0.156
H -0.695 -1.635 0.181

---

Version R
Molecular formula: CH3N2O2
Method: DFT, ωB97M-V with the def2-TZVPD basis set

Values from the calculation:
Orbital gap (alpha / beta)   0.3029 / 0.3210 Ha
Total charge   +1
LUMO energy (alpha / beta)   -6.61 / -6.39 eV
Spin multiplicity   1

Positions of all 8 atoms, in Å:
C -0.364 0.775 0.423
N -0.793 0.500 -0.749
N 1.184 -1.075 0.556
O 1.841 -0.760 1.430
O 0.819 -1.748 -0.294
H -0.469 1.668 0.891
H -1.607 1.037 -1.155
H -0.611 -0.397 -1.103

---

Most stable: version Q (next structure +127.4 kJ/mol)